# 1
A 2-piece molecular cluster, C4H14N2 overall, computed with the ωB97M-V functional and the def2-TZVPD basis.

Properties
* net charge: 0
* relative energy (zero: lowest compared OMol25 entry of this formula, charge and spin): 114.9 kJ/mol
* HOMO: -8.00 eV
* M: 90.2 g/mol
* LUMO energy: 1.05 eV
* gap between HOMO and LUMO: 9.04 eV
* total energy: -7353.9259 eV

Each line ends with the natural charge from an NBO analysis.
Element x y z (Å)
C1 -2.13 -0.12 0.64  -0.40
N1 -1.69 0.03 1.99  -0.66
C2 -0.79 -0.96 2.54  -0.41
H1 -2.91 0.63 0.52  0.20
H2 -2.44 -1.14 0.40  0.19
H3 -1.32 0.10 -0.03  0.16
H4 -1.70 0.94 2.40  0.37
H5 -0.51 -1.64 1.75  0.18
H6 0.14 -0.60 2.98  0.19
H7 -1.30 -1.62 3.26  0.18
C3 1.14 1.43 -1.03  -0.43
N2 0.99 0.56 -2.21  -0.61
C4 1.80 -0.65 -2.07  -0.41
H8 2.16 1.75 -0.85  0.17
H9 0.82 0.84 -0.16  0.19
H10 0.38 2.20 -1.10  0.20
H11 1.34 1.10 -2.99  0.34
H12 1.43 -1.21 -1.21  0.19
H13 1.75 -1.25 -2.96  0.20
H14 2.85 -0.41 -1.87  0.16

=====

# 2
A 2-piece molecular cluster, C4H14N2O overall, computed with the ωB97M-V functional and the def2-TZVPD basis.

Properties
* net charge: -1
* relative energy (zero: lowest compared OMol25 entry of this formula, charge and spin): 186.1 kJ/mol
* HOMO (spin up / spin down): 1.30 / -5.64 eV
* M: 106.2 g/mol
* spin multiplicity: 2
* LUMO energy (spin up / spin down): 3.84 / 4.05 eV
* gap between HOMO and LUMO (spin up / spin down): 2.54 / 9.69 eV
* total energy: -9399.6546 eV

Each line ends with the Löwdin spin population.
Element x y z (Å)
C1 -2.05 -0.86 -1.15  0.22
N1 -1.17 -0.32 -0.09  0.02
C2 -0.18 -1.29 0.51  0.06
C3 1.18 -0.96 -0.25  0.03
C4 1.74 0.39 0.05  0.11
N2 1.99 0.48 1.52  0.02
H1 -1.41 -1.26 -2.03  0.02
H2 -2.97 -1.50 -0.90  0.03
H3 -2.49 0.00 -1.53  0.05
H4 -1.54 0.06 0.77  0.04
H5 -0.53 -2.31 0.15  0.01
H6 -0.14 -1.42 1.61  0.01
H7 0.96 -1.02 -1.31  0.01
H8 1.91 -1.82 -0.18  0.00
H9 0.98 1.21 -0.09  0.02
H10 2.64 0.58 -0.45  0.02
H11 1.05 0.48 1.98  0.02
H12 2.36 1.43 1.61  0.03
H13 -0.88 1.90 -0.13  0.02
H14 -0.53 3.47 -0.23  0.06
O1 -0.92 2.76 0.18  0.18

=====

# 3
A 2-piece molecular cluster, C4H14N2O overall, computed with the ωB97M-V functional and the def2-TZVPD basis.

Properties
* net charge: 0
* relative energy (zero: lowest compared OMol25 entry of this formula, charge and spin): 190.7 kJ/mol
* HOMO: -9.05 eV
* M: 106.2 g/mol
* LUMO energy: 0.98 eV
* gap between HOMO and LUMO: 10.03 eV
* total energy: -9401.6304 eV

Each line ends with the natural charge from an NBO analysis.
Element x y z (Å)
C1 0.41 -0.41 1.06  -0.41
C2 -1.05 -0.09 0.83  -0.43
C3 -1.76 -1.21 0.08  -0.21
N1 -2.49 -0.70 -1.18  -0.84
C4 1.18 0.46 2.08  -0.22
N2 2.00 1.50 1.43  -0.83
H1 0.38 -1.37 1.62  0.19
H2 1.05 -0.54 0.18  0.21
H3 -1.46 0.13 1.81  0.21
H4 -1.19 0.77 0.13  0.21
H5 -1.12 -2.05 -0.20  0.19
H6 -2.65 -1.61 0.67  0.17
H7 -3.12 0.03 -0.87  0.35
H8 -3.00 -1.54 -1.42  0.35
H9 1.62 -0.23 2.78  0.19
H10 0.38 0.96 2.66  0.17
H11 1.70 1.49 0.44  0.35
H12 2.96 1.18 1.46  0.35
H13 1.34 0.75 -4.65  0.47
H14 2.66 1.55 -4.72  0.47
O1 2.16 0.93 -4.20  -0.94

=====

# 4
A 2-piece molecular cluster, C4H14N2O overall, computed with the ωB97M-V functional and the def2-TZVPD basis.

Properties
* net charge: 0
* relative energy (zero: lowest compared OMol25 entry of this formula, charge and spin): 166.2 kJ/mol
* HOMO: -9.28 eV
* M: 106.2 g/mol
* LUMO energy: 0.92 eV
* gap between HOMO and LUMO: 10.20 eV
* total energy: -9401.8849 eV

Each line ends with the natural charge from an NBO analysis.
Element x y z (Å)
C1 0.01 0.85 1.07  -0.41
C2 1.52 0.80 0.74  -0.43
C3 2.18 -0.55 1.06  -0.23
N1 3.46 -0.55 1.78  -0.82
C4 -0.85 -0.26 0.45  -0.24
N2 -0.97 -0.12 -1.02  -0.82
H1 -0.02 1.04 2.16  0.20
H2 -0.41 1.84 0.82  0.21
H3 1.62 1.02 -0.33  0.21
H4 1.98 1.67 1.21  0.20
H5 1.49 -1.05 1.73  0.18
H6 2.27 -1.22 0.20  0.19
H7 3.32 -0.27 2.74  0.34
H8 4.05 0.22 1.47  0.34
H9 -1.79 -0.36 1.00  0.19
H10 -0.38 -1.19 0.76  0.17
H11 -1.96 -0.33 -1.18  0.36
H12 -0.57 -0.99 -1.37  0.35
H13 -5.49 0.25 -4.00  0.47
H14 -4.59 -0.33 -5.09  0.47
O1 -4.88 -0.48 -4.21  -0.94

=====

# 5
A 2-piece molecular cluster, C4H14N2O overall, computed with the ωB97M-V functional and the def2-TZVPD basis.

Properties
* net charge: 0
* relative energy (zero: lowest compared OMol25 entry of this formula, charge and spin): 196.7 kJ/mol
* HOMO: -8.85 eV
* M: 106.2 g/mol
* LUMO energy: 0.78 eV
* gap between HOMO and LUMO: 9.62 eV
* total energy: -9401.5684 eV

Each line ends with the natural charge from an NBO analysis.
Element x y z (Å)
N1 0.03 -2.28 -0.26  -0.79
C1 -0.96 -1.63 0.58  -0.23
C2 -1.22 -0.10 0.33  -0.23
N2 0.01 0.65 0.19  -0.47
C3 -0.12 2.02 -0.25  -0.41
C4 0.83 0.51 1.38  -0.42
H1 -0.38 -2.13 -1.19  0.34
H2 0.88 -1.74 -0.37  0.34
H3 -1.93 -1.97 0.21  0.20
H4 -0.81 -1.76 1.65  0.19
H5 -1.62 -0.19 -0.71  0.17
H6 -2.05 0.33 0.90  0.18
H7 0.76 2.54 -0.65  0.21
H8 -0.47 2.63 0.59  0.17
H9 -0.78 2.05 -1.12  0.20
H10 1.24 -0.49 1.53  0.20
H11 1.71 1.15 1.30  0.21
H12 0.28 0.81 2.30  0.17
H13 1.45 0.40 -2.70  0.46
H14 1.22 -0.57 -1.57  0.46
O1 1.91 -0.23 -2.15  -0.94

=====

# 6
A 2-piece molecular cluster, C4H14N2O overall, computed with the ωB97M-V functional and the def2-TZVPD basis.

Properties
* net charge: +1
* relative energy (zero: lowest compared OMol25 entry of this formula, charge and spin): 211.4 kJ/mol
* HOMO (spin up / spin down): -13.77 / -13.71 eV
* M: 106.2 g/mol
* spin multiplicity: 2
* LUMO energy (spin up / spin down): -3.01 / -8.23 eV
* gap between HOMO and LUMO (spin up / spin down): 10.76 / 5.48 eV
* total energy: -9392.3784 eV

Each line ends with the Löwdin spin population.
Element x y z (Å)
N1 -2.13 -0.91 1.40  0.01
C1 -0.84 -1.53 1.34  0.01
C2 -0.14 -0.98 0.16  0.06
N2 0.70 0.28 0.44  0.68
C3 1.62 0.49 -0.66  0.10
C4 2.80 1.54 -0.62  0.02
H1 -2.33 -0.85 2.47  0.00
H2 -2.66 -1.70 1.01  0.00
H3 -1.08 -2.64 1.12  0.00
H4 -0.46 -1.36 2.36  0.00
H5 0.63 -1.65 -0.15  0.00
H6 -0.85 -0.78 -0.62  0.03
H7 0.00 1.02 0.52  0.02
H8 2.13 -0.49 -0.71  0.00
H9 1.05 0.67 -1.61  0.06
H10 3.41 1.01 0.12  0.00
H11 2.58 2.58 -0.35  0.00
H12 3.27 1.42 -1.66  0.00
H13 -3.33 1.26 -1.73  0.00
H14 -2.00 1.62 -1.14  0.00
O1 -2.36 1.00 -1.70  0.00

=====

# 7
A 2-piece molecular cluster, C4H14N2O overall, computed with the ωB97M-V functional and the def2-TZVPD basis.

Properties
* net charge: +1
* relative energy (zero: lowest compared OMol25 entry of this formula, charge and spin): 94.3 kJ/mol
* HOMO (spin up / spin down): -13.10 / -13.01 eV
* M: 106.2 g/mol
* spin multiplicity: 2
* LUMO energy (spin up / spin down): -3.76 / -8.64 eV
* gap between HOMO and LUMO (spin up / spin down): 9.35 / 4.37 eV
* total energy: -9393.5922 eV

Each line ends with the Löwdin spin population.
Element x y z (Å)
C1 0.64 1.44 0.90  0.12
C2 0.15 0.04 1.42  0.11
C3 -0.03 -1.03 0.34  0.01
C4 -1.19 -0.75 -0.64  0.00
N1 -2.53 -0.84 -0.04  0.01
N2 2.00 1.36 0.59  0.67
H1 0.03 1.76 0.05  0.00
H2 0.54 2.15 1.72  0.03
H3 0.83 -0.31 2.20  0.00
H4 -0.80 0.22 1.93  0.01
H5 -0.26 -1.98 0.82  0.00
H6 0.87 -1.17 -0.25  0.00
H7 -1.17 0.26 -1.05  0.00
H8 -1.19 -1.49 -1.43  0.00
H9 -2.61 -0.23 0.76  0.00
H10 -2.72 -1.78 0.30  0.00
H11 2.67 1.11 1.32  0.01
H12 2.33 1.24 -0.37  0.01
H13 1.40 0.17 -2.34  0.00
H14 0.07 -0.21 -3.04  0.00
O1 0.98 0.06 -3.20  0.00

=====

# 8
A 3-piece molecular cluster, C4H14N2O overall, computed with the ωB97M-V functional and the def2-TZVPD basis.

Properties
* net charge: +2
* relative energy (zero: lowest compared OMol25 entry of this formula, charge and spin): 828.2 kJ/mol
* HOMO: -19.37 eV
* M: 106.2 g/mol
* LUMO energy: -13.72 eV
* gap between HOMO and LUMO: 5.65 eV
* total energy: -9377.9814 eV

Each line ends with the natural charge from an NBO analysis.
Element x y z (Å)
C1 -1.58 0.96 -0.37  -0.19
C2 -0.49 0.42 -1.39  -0.43
C3 0.94 0.52 -0.91  -0.22
C4 2.57 -1.10 -0.31  0.12
N1 1.36 -0.72 -0.24  -0.51
N2 -2.02 0.13 0.72  -0.75
H1 -1.11 1.90 0.03  0.24
H2 -2.40 1.29 -0.99  0.26
H3 -0.73 -0.59 -1.69  0.30
H4 -0.62 1.15 -2.19  0.28
H5 1.59 0.64 -1.79  0.30
H6 1.01 1.42 -0.20  0.22
H7 3.39 -0.71 -0.93  0.22
H8 2.93 -1.95 0.28  0.22
H9 0.27 1.45 1.37  0.39
H10 -0.82 -0.69 1.37  0.50
H11 -2.88 -0.40 0.64  0.45
H12 -2.05 0.66 1.58  0.41
H13 0.00 -1.81 2.47  0.57
H14 0.75 -1.16 0.94  0.50
O1 -0.12 -1.40 1.60  -0.88

=====

# 9
A 3-piece molecular cluster, C4H14N2O2 overall, computed with the ωB97M-V functional and the def2-TZVPD basis.

Properties
* net charge: -1
* relative energy (zero: lowest compared OMol25 entry of this formula, charge and spin): 331.2 kJ/mol
* HOMO (spin up / spin down): 0.58 / -3.53 eV
* M: 122.2 g/mol
* spin multiplicity: 2
* LUMO energy (spin up / spin down): 3.19 / 3.04 eV
* gap between HOMO and LUMO (spin up / spin down): 2.61 / 6.56 eV
* total energy: -11445.7468 eV

Each line ends with the Löwdin spin population.
Element x y z (Å)
C1 -0.48 0.93 0.93  0.01
C2 -0.28 0.76 -0.61  0.03
C3 0.93 -0.22 -0.76  0.06
C4 2.61 1.26 0.04  0.37
N1 2.16 0.06 -0.05  0.27
N2 -1.56 0.05 1.14  0.00
H1 -0.51 2.05 1.02  0.01
H2 0.40 0.54 1.43  0.01
H3 -1.17 0.43 -1.21  0.01
H4 0.07 1.84 -0.97  0.01
H5 1.04 -0.12 -1.89  0.04
H6 0.73 -1.22 -0.44  0.00
H7 3.48 1.56 0.86  0.05
H8 2.58 2.34 -0.49  0.08
H9 -2.25 0.14 0.51  0.00
H10 -1.74 -0.23 2.19  0.00
H11 -3.48 -1.33 -1.67  0.01
H12 -2.71 -0.49 -2.53  0.01
O1 -3.26 -0.37 -1.83  0.02
H13 1.72 -2.22 1.17  0.00
H14 0.49 -2.98 1.37  0.00
O2 1.25 -2.78 1.79  0.00

=====

# 10
A 2-piece molecular cluster, C4H14N2O2 overall, computed with the ωB97M-V functional and the def2-TZVPD basis.

Properties
* net charge: 0
* relative energy (zero: lowest compared OMol25 entry of this formula, charge and spin): 86.9 kJ/mol
* HOMO: -9.29 eV
* M: 122.2 g/mol
* LUMO energy: 0.66 eV
* gap between HOMO and LUMO: 9.95 eV
* total energy: -11449.7889 eV

Each line ends with the natural charge from an NBO analysis.
Element x y z (Å)
N1 -1.35 2.05 -0.58  -0.84
C1 -0.78 0.71 -0.36  -0.07
C2 -1.06 0.31 1.09  -0.43
C3 -0.88 -1.17 1.35  -0.07
O1 -1.84 -1.92 0.58  -0.74
C4 0.72 0.64 -0.66  -0.23
N2 1.08 1.33 -1.89  -0.84
H1 -1.84 2.07 -1.47  0.36
H2 -0.60 2.73 -0.74  0.37
H3 -1.35 0.01 -0.97  0.20
H4 -2.13 0.52 1.23  0.22
H5 -0.51 0.92 1.80  0.21
H6 -0.98 -1.38 2.41  0.17
H7 0.09 -1.54 1.04  0.16
H8 -2.53 -2.28 1.17  0.47
H9 1.01 -0.42 -0.66  0.16
H10 1.28 1.10 0.15  0.18
H11 0.58 0.91 -2.67  0.35
H12 2.06 1.20 -2.12  0.36
H13 2.88 -2.00 -0.34  0.47
H14 2.86 -1.59 1.13  0.47
O2 3.29 -2.19 0.52  -0.93

=====

For each record above, in turn, the calculated largest force on an atom values are 1.49 4.97 2.93 1.74 2.88 4.67 1.62 2.82 7.53 0.92 eV/Å.